{
  "formula": "C41H66O20S",
  "method": "wB97M-V/def2-TZVPD",
  "gap_ev": 9.505,
  "lumo_ev": 0.39,
  "smiles": "COCCCC[C@@H]1CCCOS1(=O)=O.O=C1CCCO1.O=C1CCCO1.O=C1CCCO1.O=C1CCCO1.O=C1CCCO1.O=C1CCCO1.O=C1CCCO1.O=C1CCCO1",
  "charge": 0,
  "elements": ["C", "O", "C", "C", "C", "C", "C", "C", "C", "C", "O", "S", "O", "O", "H", "H", "H", "H", "H", "H", "H", "H", "H", "H", "H", "H", "H", "H", "H", "H", "H", "H", "O", "C", "O", "C", "C", "C", "H", "H", "H", "H", "H", "H", "O", "C", "O", "C", "C", "C", "H", "H", "H", "H", "H", "H", "O", "C", "O", "C", "C", "C", "H", "H", "H", "H", "H", "H", "O", "C", "O", "C", "C", "C", "H", "H", "H", "H", "H", "H", "O", "C", "O", "C", "C", "C", "H", "H", "H", "H", "H", "H", "O", "C", "O", "C", "C", "C", "H", "H", "H", "H", "H", "H", "O", "C", "O", "C", "C", "C", "H", "H", "H", "H", "H", "H", "O", "C", "O", "C", "C", "C", "H", "H", "H", "H", "H", "H"],
  "positions_angstrom": [[0.01488, -4.27180, -0.32866], [0.89470, -3.28732, 0.16916], [1.19633, -2.22199, -0.71812], [1.32182, -0.90359, 0.03357], [0.01157, -0.11803, 0.17530], [-1.20588, -0.96151, 0.56005], [-2.55595, -0.39857, 0.08035], [-3.71640, -1.07013, 0.85729], [-4.04815, -2.46690, 0.36188], [-4.38897, -2.47079, -1.09911], [-3.18531, -2.16174, -1.86137], [-2.75167, -0.64633, -1.69283], [-1.50235, -0.52975, -2.37366], [-3.82614, 0.19006, -2.13254], [-0.89658, -4.29806, 0.27508], [-0.25465, -4.10464, -1.37342], [0.47630, -5.25925, -0.25592], [0.44478, -2.11878, -1.50612], [2.15605, -2.43775, -1.20374], [1.82910, -1.05502, 0.98383], [2.00483, -0.28341, -0.55922], [0.15407, 0.60785, 0.98333], [-0.16034, 0.46892, -0.72082], [-1.13711, -1.98429, 0.19667], [-1.26463, -1.00968, 1.64691], [-2.62412, 0.68073, 0.20724], [-3.36592, -1.17724, 1.88536], [-4.58930, -0.42524, 0.89019], [-3.20728, -3.14192, 0.52983], [-4.90151, -2.87886, 0.90271], [-5.16632, -1.74390, -1.33474], [-4.73283, -3.45206, -1.41224], [2.73566, -2.00989, 2.77422], [2.44911, -1.20518, 3.61202], [1.41378, -0.34302, 3.45956], [1.36523, 0.58219, 4.56134], [2.10724, -0.11161, 5.69814], [3.14165, -0.93775, 4.93572], [1.85419, 1.50849, 4.25217], [0.32285, 0.79189, 4.78744], [2.53151, 0.58641, 6.41615], [1.42681, -0.77568, 6.23241], [4.05401, -0.37114, 4.73619], [3.39812, -1.87433, 5.42237], [6.37777, 1.47775, 3.30291], [5.93256, 1.15243, 2.23898], [5.13970, 1.96953, 1.51157], [4.65190, 1.27778, 0.34543], [5.64834, 0.15170, 0.09822], [6.10093, -0.17296, 1.52054], [3.65716, 0.89172, 0.57497], [4.58480, 1.98027, -0.48109], [5.21178, -0.69182, -0.43165], [6.49040, 0.52268, -0.48877], [5.44513, -0.90448, 1.99828], [7.13050, -0.51381, 1.58813], [-4.87274, 1.87966, 0.91231], [-4.38128, 2.96559, 1.02729], [-4.02337, 3.48139, 2.22509], [-3.56606, 4.83777, 2.06250], [-3.13066, 4.94178, 0.60449], [-4.08723, 3.96092, -0.07181], [-4.39605, 5.50703, 2.29524], [-2.75947, 5.01445, 2.76980], [-3.18048, 5.95662, 0.21635], [-2.10305, 4.58969, 0.49933], [-5.02819, 4.43393, -0.35427], [-3.65354, 3.45698, -0.93256], [-7.32832, 5.20275, -0.40524], [-7.82733, 4.79438, -1.41394], [-8.64246, 5.55493, -2.17880], [-9.17698, 4.77605, -3.26406], [-8.20190, 3.61751, -3.44497], [-7.70078, 3.40792, -2.01726], [-10.17547, 4.43677, -2.98079], [-9.25801, 5.41658, -4.13853], [-8.66253, 2.73951, -3.89190], [-7.37394, 3.92661, -4.08405], [-8.33950, 2.73108, -1.44785], [-6.67323, 3.05810, -1.96120], [8.06094, 5.98681, 8.04773], [7.83266, 5.17177, 7.20281], [6.56964, 4.76525, 6.91668], [6.59659, 3.71039, 5.93702], [7.92742, 3.86593, 5.21817], [8.81998, 4.42598, 6.32320], [6.51555, 2.75331, 6.45795], [5.74342, 3.82157, 5.27314], [8.28079, 2.93772, 4.77909], [7.83208, 4.59825, 4.41904], [9.28064, 3.63878, 6.92361], [9.59000, 5.09803, 5.95510], [-5.24572, -5.80806, -0.86763], [-5.70647, -6.14765, -1.92163], [-6.52670, -5.35048, -2.63284], [-6.99538, -6.03412, -3.81630], [-5.96448, -7.12617, -4.07452], [-5.51149, -7.46069, -2.65067], [-7.98396, -6.44713, -3.59956], [-7.07976, -5.31753, -4.62166], [-6.37059, -7.97230, -4.62446], [-5.12948, -6.72477, -4.64240], [-6.14128, -8.21245, -2.17119], [-4.47213, -7.77196, -2.59096], [10.96763, 5.10214, 3.64986], [10.71677, 4.27732, 2.82233], [9.44861, 3.88103, 2.55791], [9.44628, 2.80780, 1.60378], [10.77444, 2.92872, 0.86321], [11.68476, 3.50027, 1.94924], [9.35519, 1.86579, 2.14997], [8.57864, 2.92550, 0.95836], [11.11469, 1.98497, 0.44228], [10.67832, 3.64733, 0.04840], [12.14033, 2.71910, 2.55995], [12.46078, 4.15778, 1.56851], [-5.93838, -5.39437, -6.51465], [-4.95668, -5.20212, -7.17329], [-3.74797, -5.68220, -6.80829], [-2.72803, -5.21408, -7.71064], [-3.46903, -4.85742, -8.99479], [-4.82595, -4.40578, -8.45586], [-2.24242, -4.34894, -7.25583], [-1.99324, -6.00450, -7.83798], [-2.95095, -4.10885, -9.58963], [-3.59521, -5.74977, -9.60897], [-4.83639, -3.34551, -8.19815], [-5.65597, -4.62281, -9.12200]],
  "mulliken_charge": [-0.76, -0.38, -0.66, 0.94, -0.91, -0.35, 0.56, -1.32, -0.03, -0.11, -0.37, 1.47, -0.72, -0.67, 0.20, 0.34, 0.29, 0.28, 0.41, -0.86, 0.10, 0.25, 0.70, -0.24, 0.43, 0.11, 0.44, 0.33, 0.00, 0.45, 0.33, -0.20, -0.61, 0.34, -0.17, -0.48, -0.62, -0.21, 0.29, 0.31, 0.36, 0.28, 0.05, 0.37, -0.67, 0.51, -0.38, -0.08, -0.56, -0.25, -0.02, 0.35, 0.34, 0.30, 0.13, 0.35, -0.59, 0.50, -0.39, -0.48, -0.57, 0.09, 0.28, 0.34, 0.34, 0.27, -0.09, 0.28, -0.59, 0.51, -0.36, -0.42, -0.55, -0.14, 0.26, 0.32, 0.33, 0.27, 0.26, 0.13, -0.59, 0.49, -0.38, -0.33, -0.05, -0.47, 0.22, 0.24, 0.20, 0.15, 0.33, 0.20, -0.61, 0.64, -0.38, -0.45, -0.05, -0.58, 0.25, 0.31, 0.42, -0.06, 0.28, 0.30, -0.57, 0.45, -0.27, -0.24, -0.52, -0.46, 0.16, 0.25, 0.34, 0.28, 0.25, 0.33, -0.55, 0.55, -0.35, -0.46, -0.45, -0.54, 0.26, 0.31, 0.32, 0.26, 0.27, 0.32]
}

{
  "formula": "C41H67BN11O5Ti",
  "method": "wB97M-V/def2-TZVPD",
  "gap_ev": [3.871, 7.220],
  "lumo_ev": [2.14, 2.14],
  "s2": 2.0187,
  "spin_multiplicity": 3,
  "charge": -1,
  "elements": ["Ti", "C", "C", "C", "C", "C", "C", "C", "C", "C", "N", "N", "B", "N", "N", "C", "C", "C", "C", "C", "C", "C", "C", "C", "N", "N", "C", "C", "C", "C", "C", "C", "C", "C", "C", "H", "H", "H", "H", "H", "H", "H", "H", "H", "H", "H", "H", "H", "H", "H", "H", "H", "H", "H", "H", "H", "H", "H", "H", "H", "H", "H", "H", "H", "H", "H", "H", "H", "H", "H", "H", "H", "H", "H", "H", "H", "H", "H", "H", "H", "H", "C", "C", "N", "C", "C", "N", "C", "O", "O", "C", "O", "O", "H", "H", "H", "H", "H", "C", "O", "H", "H", "H", "C", "C", "N", "C", "N", "C", "C", "C", "N", "C", "H", "H", "H", "H", "H", "H", "H", "H", "H", "H", "H", "H", "H"],
  "positions_angstrom": [[-0.00665, 1.57248, 0.21630], [-2.46288, 2.75031, -1.93058], [-3.50623, 1.72343, -1.49049], [-4.19590, 1.16132, -2.74204], [-3.07330, 0.57816, -0.58974], [-3.93020, -0.45966, -0.21224], [-3.21978, -1.27422, 0.64556], [-3.77443, -2.62098, 1.10976], [-3.08196, -3.44413, 2.19058], [-3.92850, -3.52180, -0.12541], [-1.98720, -0.73137, 0.77178], [-1.89460, 0.39722, -0.01039], [-0.76627, -1.08599, 1.69415], [-0.37772, 0.07138, 2.69766], [0.20408, 1.24112, 2.25874], [0.54084, 1.93910, 3.32138], [0.21561, 1.20928, 4.47535], [-0.35680, 0.03834, 4.05008], [-0.97415, -0.99962, 4.95493], [-0.36543, -2.40888, 4.92499], [-2.50102, -1.00722, 4.79302], [1.08864, 3.34379, 3.40078], [2.54055, 3.34270, 3.89193], [0.93482, 4.24826, 2.17608], [0.43214, -1.42565, 0.76067], [0.86080, -0.48548, -0.13364], [1.85980, -1.02798, -0.81470], [2.09553, -2.33283, -0.35154], [1.17180, -2.54042, 0.65267], [0.96904, -3.77740, 1.47900], [2.24626, -4.12578, 2.24587], [0.51427, -4.93777, 0.59150], [2.61189, -0.33270, -1.91777], [2.43464, -1.08752, -3.24064], [4.10775, -0.24564, -1.60151], [-2.99037, 3.60422, -2.36572], [-1.79767, 2.33233, -2.69386], [-1.85935, 3.12010, -1.10669], [-4.26273, 2.25187, -0.90380], [-3.47384, 0.58954, -3.33335], [-4.55674, 1.98564, -3.36283], [-5.04316, 0.50981, -2.51841], [-4.95447, -0.60513, -0.52155], [-4.77796, -2.39355, 1.47307], [-2.11207, -3.80854, 1.85063], [-3.70644, -4.31827, 2.39747], [-2.93782, -2.91081, 3.12540], [-2.94415, -3.72902, -0.55694], [-4.53949, -3.05727, -0.90043], [-4.38382, -4.47610, 0.15662], [-1.05555, -2.02106, 2.34868], [0.35600, 1.52290, 5.49986], [-0.76053, -0.60555, 5.94839], [-0.76707, -3.01517, 4.11600], [-0.59101, -2.92517, 5.86340], [0.72194, -2.37082, 4.81186], [-2.78595, -1.06183, 3.73973], [-2.93508, -0.08713, 5.19129], [-2.95095, -1.85538, 5.31916], [0.49031, 3.77741, 4.20418], [3.21283, 3.00137, 3.10270], [2.68186, 2.71056, 4.77346], [2.83375, 4.36300, 4.15421], [1.79570, 4.15452, 1.50869], [0.88974, 5.28623, 2.51543], [0.03452, 4.03395, 1.59850], [2.84946, -3.02343, -0.70393], [0.18860, -3.58284, 2.20894], [3.06168, -4.35504, 1.55268], [2.08726, -4.99951, 2.88584], [2.57109, -3.29287, 2.87521], [1.29117, -5.18492, -0.13885], [-0.39276, -4.68191, 0.03574], [0.30901, -5.83072, 1.19198], [2.20635, 0.67277, -2.01647], [2.85499, -2.09717, -3.15492], [2.98028, -0.56731, -4.03451], [1.39131, -1.18352, -3.53898], [4.55034, -1.25086, -1.59512], [4.31121, 0.22504, -0.64172], [4.61764, 0.34325, -2.36850], [3.42057, 0.05853, 2.44367], [3.51075, 1.19562, 1.48324], [2.51241, 1.66025, 0.79294], [3.02741, 2.66053, -0.04833], [4.41608, 2.80480, 0.19665], [4.66758, 1.84409, 1.19434], [5.48310, 3.56572, -0.34198], [5.16788, 4.45020, -1.31215], [6.65053, 3.43725, 0.04495], [2.15408, 3.28672, -0.91692], [2.47546, 4.16213, -1.74631], [0.85447, 2.85292, -0.80070], [2.43217, 0.04000, 2.90601], [4.17457, 0.14341, 3.22960], [3.56774, -0.89113, 1.91883], [5.59092, 1.67190, 1.55354], [4.19981, 4.39453, -1.50257], [-2.33106, 2.81114, 1.82527], [-1.37679, 2.86209, 0.82315], [-2.56974, 1.78461, 2.14749], [-3.28142, 3.26723, 1.51160], [-2.01439, 3.34968, 2.73337], [-1.80990, -2.24270, -4.75547], [-1.92954, -1.98716, -3.27024], [-0.96547, -0.97910, -2.88573], [-0.56572, 0.09371, -3.66666], [0.07819, 1.04702, -3.10720], [0.62220, 2.13756, -3.90421], [0.68222, 1.82675, -5.39022], [-0.62145, 1.18244, -5.81353], [-0.83640, -0.02403, -5.02775], [-1.88466, -0.92086, -5.48943], [-2.60694, -2.90887, -5.09143], [-0.84685, -2.71594, -4.96856], [-1.71849, -2.89764, -2.71144], [-2.95586, -1.69151, -3.02242], [-0.81984, -0.80628, -1.90248], [1.61366, 2.39061, -3.52533], [0.02568, 3.03938, -3.72617], [1.49938, 1.12769, -5.59646], [0.86569, 2.73815, -5.96375], [-0.60828, 0.89527, -6.86456], [-1.45178, 1.88982, -5.67433], [-1.74747, -1.06451, -6.56121], [-2.88396, -0.47951, -5.35180]],
  "lowdin_spin": [0.93, 0.00, 0.00, 0.00, 0.00, 0.00, 0.00, 0.00, 0.00, 0.00, 0.00, 0.00, 0.00, 0.01, 0.01, 0.01, 0.00, 0.00, 0.00, 0.00, 0.00, 0.00, 0.00, 0.00, 0.00, 0.01, 0.01, 0.00, 0.01, 0.00, 0.00, 0.00, 0.00, 0.00, 0.00, 0.00, 0.00, 0.00, 0.00, 0.00, 0.00, 0.00, 0.00, 0.00, 0.00, 0.00, 0.00, 0.00, 0.00, 0.00, 0.00, 0.00, 0.00, 0.00, 0.00, 0.00, 0.00, 0.00, 0.00, 0.00, 0.00, 0.00, 0.00, 0.00, 0.00, 0.00, 0.00, 0.00, 0.00, 0.00, 0.00, 0.00, 0.00, 0.00, 0.00, 0.00, 0.00, 0.00, 0.00, 0.00, 0.00, 0.00, -0.02, 0.04, 0.13, 0.18, 0.08, 0.10, 0.04, 0.11, 0.14, 0.14, 0.02, 0.00, 0.00, 0.00, 0.00, 0.00, 0.00, 0.02, 0.00, 0.00, 0.00, 0.00, 0.00, 0.00, 0.00, 0.01, 0.00, 0.00, 0.00, 0.00, 0.00, 0.00, 0.00, 0.00, 0.00, 0.00, 0.00, 0.00, 0.00, 0.00, 0.00, 0.00, 0.00, 0.00]
}

Table of energy above the lowest of the compared OMol25 structures with the same formula, charge and spin (kJ/mol), in record order: 13.5 96.5